Entry 1:
Here is a molecular structure, C19H28F9N2O4P3Ti at a distorted geometry from OMol25. Energies are from the ωB97M-V functional and the def2-TZVPD basis.

```
! RIJCOSX wB97M-V def2-TZVPD def2/J DEFGRID3
* xyz -1 4
Ti 0.7798 -0.0018 1.2579
C 3.7248 -0.3040 3.9742
C 3.6459 -0.1941 2.4803
O 2.5569 -0.4422 1.9213
C 4.7703 0.2350 1.7273
C 4.5941 0.5485 0.3795
C 5.7368 1.0619 -0.4526
N 3.3729 0.4461 -0.1382
N 3.2006 0.2391 -1.4184
C 1.8997 -0.0017 -1.6697
O 1.0280 -0.3044 -0.8022
C 1.5300 -0.0139 -3.1047
C 2.1449 0.8687 -3.9856
C 1.7821 0.8844 -5.3235
C 0.8191 0.0015 -5.7928
C 0.2134 -0.8897 -4.9179
C 0.5603 -0.8911 -3.5765
H 3.0184 0.4167 4.3923
H 4.7257 -0.1134 4.3514
H 3.3857 -1.3006 4.2616
H 5.7248 0.4066 2.1977
H 6.6713 1.0416 0.1018
H 5.5137 2.0848 -0.7608
H 5.8141 0.4537 -1.3556
H 2.8972 1.5456 -3.6029
H 2.2480 1.5850 -6.0050
H 0.5392 0.0099 -6.8390
H -0.5367 -1.5803 -5.2830
H 0.0870 -1.5673 -2.8790
C -5.1270 2.8907 1.6889
P -3.7825 1.6422 1.4093
C -4.1201 0.5770 2.8777
C -4.7091 0.6335 0.1440
C -4.0249 -0.6925 -0.1985
P -2.1762 -0.5863 -0.3803
C -2.1148 0.4582 -1.8929
C -1.9152 -2.2728 -1.0690
H -5.2532 3.4895 0.7840
H -4.8381 3.5665 2.4963
H -6.0814 2.4220 1.9419
H -5.1727 0.2862 2.9322
H -3.8531 1.1264 3.7824
H -3.4917 -0.3138 2.8424
H -4.7946 1.2529 -0.7551
H -5.7355 0.4722 0.4910
H -4.4413 -1.1141 -1.1211
H -4.2076 -1.4409 0.5782
H -2.6376 0.0070 -2.7414
H -1.0780 0.6551 -2.1579
H -2.5750 1.4197 -1.6536
H -2.4911 -2.4503 -1.9815
H -2.2042 -2.9962 -0.3039
H -0.8537 -2.4313 -1.2555
F 2.0996 2.8120 1.4206
C 1.0671 2.2081 0.7250
F -0.0227 2.9915 1.0115
F 1.3478 2.5269 -0.5949
O -0.8463 0.3066 2.4137
O 0.1800 0.8770 2.9811
F 0.2838 -2.1863 1.0801
P 0.1971 -3.2517 2.3739
F -0.0796 -4.4376 1.3280
F 1.7855 -3.4823 2.2320
F 0.1175 -4.2500 3.6217
F -1.3829 -2.9479 2.4543
F 0.4838 -1.9915 3.3574
*
```

Results
- Largest force on an atom: 1.492 eV Å⁻¹
- Kohn-Sham gap (spin up / spin down): 7.403 / 6.699 eV
- Expectation value of S²: 3.769
- Molecular weight: 660.21 g mol⁻¹
- Energy relative to the best compared isomer or geometry (same formula, charge and spin): 144.23 kJ/mol



Entry 2:
Here is a molecular structure, C19H28N2O3P2SV at a distorted geometry from OMol25. Energies are from the ωB97M-V functional and the def2-TZVPD basis.

```
! RIJCOSX wB97M-V def2-TZVPD def2/J DEFGRID3
* xyz 3 1
V -0.0879 0.3209 0.0881
C 2.9351 -0.7509 1.3141
P 2.2256 -0.2852 -0.2872
C 3.2920 0.9850 -1.0236
C 2.3096 -1.7371 -1.3656
C 3.5390 -2.2150 -1.8178
C 3.5755 -3.3410 -2.6264
C 2.4011 -3.9811 -2.9943
C 1.1769 -3.5086 -2.5495
C 1.1279 -2.3920 -1.7197
P -0.4561 -1.8280 -1.0522
C -0.9748 -3.1607 0.0673
C -1.6262 -1.7836 -2.4341
H 3.9460 -1.1380 1.1458
H 2.3387 -1.5413 1.7781
H 2.9822 0.1059 1.9917
H 4.3287 0.6495 -0.9341
H 3.2084 1.9460 -0.5150
H 3.0650 1.1010 -2.0849
H 4.4597 -1.7264 -1.5313
H 4.5248 -3.7200 -2.9697
H 2.4320 -4.8542 -3.6279
H 0.2693 -4.0150 -2.8392
H -0.9774 -4.1012 -0.4914
H -1.9790 -2.9765 0.4497
H -0.2716 -3.2588 0.8939
H -1.7509 -2.7972 -2.8176
H -1.2429 -1.1453 -3.2303
H -2.6014 -1.4228 -2.1145
C -3.0342 1.4201 1.8927
C -2.6355 -0.0484 1.7079
C -3.5932 -1.0253 2.3863
O -2.4769 -0.3210 0.3087
C -1.2331 -0.2326 2.3408
O -0.9783 -0.0425 3.4833
O -0.3414 -0.5264 1.4192
H -4.0993 1.5410 1.6922
H -2.4887 2.0525 1.1785
H -2.8347 1.7637 2.9074
H -4.5554 -1.0270 1.8774
H -3.7535 -0.7361 3.4232
H -3.1987 -2.0392 2.3819
H -3.3358 -0.1603 -0.1202
C -1.2781 5.7395 0.4510
C -0.5801 4.4567 0.4392
C 0.4139 4.1114 1.3910
C 0.9607 2.8508 1.3104
N 0.5975 2.0004 0.3463
C -0.2810 2.4226 -0.6012
S -0.5670 1.2736 -1.8515
N -0.8738 3.5841 -0.5249
H -0.9268 6.3850 1.2494
H -2.3555 5.5771 0.5402
H -1.1543 6.2408 -0.5128
H 0.7346 4.8065 2.1522
H 1.6991 2.5022 2.0282
*
```

Results
- Largest force on an atom: 4.985 eV Å⁻¹
- Kohn-Sham gap (spin up / spin down): 6.588 / 6.589 eV
- Molecular weight: 477.40 g mol⁻¹
- Energy relative to the best compared isomer or geometry (same formula, charge and spin): 0.00 kJ/mol



Entry 3:
Here is C19H28N2O4 in the gas phase from OMol25. Energies are from the ωB97M-V functional and the def2-TZVPD basis.

```
! RIJCOSX wB97M-V def2-TZVPD def2/J DEFGRID3
* xyz 0 1
C -9.3825 -0.6416 0.0518
C -7.9164 -0.4579 -0.3367
C -7.2261 -1.8151 -0.4311
C -7.2259 0.4614 0.6776
C -5.8338 0.9276 0.2565
O -4.9019 -0.1026 0.5247
C -3.5951 0.0929 0.2406
C -2.7421 -0.9779 0.5289
C -1.3941 -0.8798 0.2811
C -0.8472 0.2912 -0.2462
C 0.6172 0.3289 -0.4842
O 1.2807 -0.6804 -0.6609
N 1.1818 1.5642 -0.5016
C 2.6130 1.7088 -0.6473
C 3.3558 1.3658 0.6533
C 4.8525 1.2587 0.4151
O 5.6074 2.1563 0.7453
N 5.2981 0.1475 -0.2112
C 4.5564 -1.0458 -0.5637
C 5.0680 -2.2147 0.2881
O 6.4542 -2.4072 0.1172
C 7.1751 -1.2439 0.4577
C 6.7262 -0.0451 -0.3832
C -1.6989 1.3473 -0.5479
C -3.0586 1.2538 -0.3124
H -9.8871 -1.2850 -0.6649
H -9.4584 -1.0998 1.0355
H -9.9006 0.3146 0.0771
H -7.8780 0.0254 -1.3204
H -6.1853 -1.7037 -0.7188
H -7.7238 -2.4412 -1.1685
H -7.2609 -2.3215 0.5308
H -7.1376 -0.0538 1.6353
H -7.8432 1.3500 0.8243
H -5.8256 1.1773 -0.8135
H -5.5585 1.8255 0.8277
H -3.1718 -1.8755 0.9445
H -0.7325 -1.7061 0.4918
H 0.6612 2.3484 -0.1461
H 2.8365 2.7327 -0.9498
H 2.9263 1.0282 -1.4429
H 3.2010 2.1608 1.3849
H 2.9606 0.4351 1.0600
H 3.4823 -0.9332 -0.4339
H 4.7571 -1.2691 -1.6185
H 4.5892 -3.1465 -0.0147
H 4.8454 -2.0182 1.3488
H 8.2265 -1.4720 0.2769
H 7.0308 -1.0110 1.5240
H 7.2355 0.8643 -0.0632
H 6.9351 -0.2375 -1.4409
H -1.3159 2.2496 -1.0029
H -3.6915 2.0892 -0.5675
*
```

Results
- SMILES string: CC(C)CCOc1ccc(C(=O)NCCC(=O)N2CCOCC2)cc1
- Largest force on an atom: 0.550 eV Å⁻¹
- Kohn-Sham gap: 9.433 eV
- Molecular weight: 348.44 g mol⁻¹
- Energy relative to the best compared isomer or geometry (same formula, charge and spin): 98.84 kJ/mol



Entry 4:
Here is C19H28N2O5 in the gas phase from OMol25. Energies are from the ωB97M-V functional and the def2-TZVPD basis.

```
! RIJCOSX wB97M-V def2-TZVPD def2/J DEFGRID3
* xyz 0 1
C 4.6873 -0.3171 -2.0878
C 3.6168 0.6191 -1.5490
O 3.3726 0.3251 -0.1722
C 2.1895 -0.1680 0.1747
O 1.2549 -0.2937 -0.5780
C 2.1679 -0.4710 1.6572
C 1.2073 -1.5933 2.0472
C 1.6428 -2.9728 1.5349
N 1.2131 -3.2192 0.1780
C 2.0383 -3.0675 -0.8667
O 3.2351 -2.8602 -0.7470
C 1.4409 -3.2523 -2.2596
C -0.0764 -3.1476 -2.4128
N -0.6067 -1.8563 -2.0431
C -1.3030 -1.6594 -0.9020
O -1.5671 -2.5852 -0.1400
C -1.7397 -0.2708 -0.6318
C -2.1314 0.0435 0.6644
C -2.5180 1.3210 1.0197
C -2.5346 2.3326 0.0642
O -2.8739 3.6337 0.2350
C -3.3246 4.2012 1.4601
C -2.2578 4.2040 2.5564
C -4.6627 3.6304 1.9311
C -2.1674 2.0109 -1.2491
C -1.7760 0.7384 -1.5930
H 4.8045 -0.1693 -3.1578
H 4.3985 -1.3469 -1.8872
H 5.6361 -0.1248 -1.5947
H 3.9390 1.6641 -1.5948
H 2.6779 0.5045 -2.1007
H 1.8653 0.4546 2.1560
H 3.1870 -0.7041 1.9673
H 1.1468 -1.6277 3.1363
H 0.2139 -1.3716 1.6544
H 2.7319 -3.0628 1.5560
H 1.2054 -3.7502 2.1683
H 0.2068 -3.2499 0.0484
H 1.9274 -2.5128 -2.9011
H 1.7626 -4.2374 -2.6081
H -0.5900 -3.8974 -1.8061
H -0.3278 -3.3318 -3.4647
H -0.1848 -1.0522 -2.4778
H -2.1317 -0.7423 1.4056
H -2.8011 1.5037 2.0423
H -3.4939 5.2445 1.1590
H -2.5504 4.9019 3.3366
H -2.1237 3.2246 3.0051
H -1.3063 4.5260 2.1396
H -4.5643 2.6246 2.3275
H -5.3622 3.6048 1.0988
H -5.0697 4.2703 2.7096
H -2.2012 2.7983 -1.9862
H -1.5233 0.5337 -2.6225
*
```

Results
- SMILES string: CCOC(=O)CCCNC(=O)CCNC(=O)c1ccc(OC(C)C)cc1
- Largest force on an atom: 0.617 eV Å⁻¹
- Kohn-Sham gap: 9.227 eV
- Molecular weight: 364.44 g mol⁻¹
- Energy relative to the best compared isomer or geometry (same formula, charge and spin): 47.77 kJ/mol



Here are the calculated total energy numbers, same order: -3923.86412 -3099.92523 -1151.29791 -1226.58071 (hartree).